# 1
DFT (ωB97M-V/def2-TZVPD) results for a 9-piece molecular cluster, C44H45N9 overall.

Summary:
LUMO energy, eV: 0.32
Relative energy (zero: lowest compared OMol25 entry of this formula, charge and spin), eV: 0.000
Structure (SMILES): c1cc[nH]c1.c1ccncc1.c1ccncc1.c1ccncc1.c1ccncc1.c1ccncc1.c1ccncc1.c1ccncc1.c1ccncc1
2S+1: 1

Structure (XYZ):
```
98
Properties=species:S:1:pos:R:3:lowdin_charge:R:1
C -2.246 4.052 2.048 -0.1242
C -3.084 5.091 1.552 -0.1107
C -4.000 4.518 0.708 -0.1425
N -3.734 3.179 0.656 0.0145
C -2.694 2.890 1.486 -0.1517
H -1.371 4.203 2.658 0.0893
H -3.050 6.139 1.798 0.0898
H -4.799 4.963 0.140 0.1002
H -4.270 2.463 0.178 0.0826
H -2.398 1.865 1.629 0.0936
C -0.653 0.774 -5.944 -0.0813
C -0.437 2.022 -6.498 -0.0793
C 0.204 2.994 -5.741 -0.1571
N 0.588 2.787 -4.488 0.0559
C 0.333 1.596 -3.946 -0.1597
C -0.310 0.577 -4.613 -0.0659
H -1.165 0.021 -6.528 0.1044
H -0.735 2.232 -7.519 0.0994
H 0.429 3.973 -6.151 0.1019
H 0.653 1.484 -2.917 0.0750
H -0.534 -0.382 -4.164 0.1045
C -7.445 -0.410 -1.750 -0.0619
C -7.053 0.822 -2.265 -0.0632
C -5.949 1.453 -1.734 -0.1317
N -5.184 0.897 -0.785 0.0357
C -5.603 -0.248 -0.258 -0.1480
C -6.730 -0.930 -0.685 -0.0690
H -8.281 -0.927 -2.200 0.1094
H -7.637 1.283 -3.050 0.1058
H -5.576 2.388 -2.138 0.1122
H -5.004 -0.653 0.553 0.1046
H -7.034 -1.838 -0.182 0.1016
C -1.627 -0.122 -0.033 -0.0792
C -1.589 -1.344 0.616 -0.0584
C -0.364 -1.942 0.854 -0.1430
N 0.799 -1.379 0.516 0.0648
C 0.758 -0.207 -0.111 -0.1424
C -0.426 0.435 -0.433 -0.0700
H -2.549 0.395 -0.272 0.0829
H -2.518 -1.824 0.897 0.0837
H -0.245 -2.934 1.273 0.0815
H 1.710 0.226 -0.397 0.0690
H -0.400 1.399 -0.926 0.0886
C 1.273 -2.922 3.984 -0.0916
C 1.157 -4.200 3.467 -0.0893
C 1.033 -5.267 4.343 -0.1629
N 0.986 -5.122 5.662 0.0501
C 1.098 -3.887 6.149 -0.1521
C 1.220 -2.755 5.355 -0.0620
H 1.363 -2.066 3.327 0.0902
H 1.208 -4.373 2.399 0.0954
H 0.937 -6.285 3.979 0.1002
H 1.024 -3.826 7.230 0.1023
H 1.292 -1.797 5.852 0.1039
C 5.671 -0.299 -3.632 -0.0774
C 5.169 0.992 -3.601 -0.0689
C 4.079 1.252 -2.798 -0.1477
N 3.487 0.320 -2.044 0.0552
C 4.028 -0.887 -2.027 -0.1569
C 5.116 -1.261 -2.808 -0.0599
H 6.550 -0.524 -4.223 0.1068
H 5.597 1.765 -4.224 0.1043
H 3.658 2.250 -2.730 0.0924
H 3.572 -1.609 -1.353 0.1022
H 5.496 -2.272 -2.778 0.1034
C -3.625 -4.908 1.742 -0.0739
C -4.398 -4.135 0.885 -0.0817
C -3.888 -3.829 -0.371 -0.1821
N -2.794 -4.384 -0.864 0.0678
C -2.091 -5.163 -0.053 -0.1623
C -2.444 -5.445 1.258 -0.0707
H -3.999 -5.134 2.733 0.1078
H -5.329 -3.694 1.218 0.0949
H -4.444 -3.111 -0.968 0.0959
H -1.187 -5.583 -0.483 0.1064
H -1.831 -6.067 1.895 0.1003
C 3.194 4.402 -0.355 -0.0802
C 1.898 3.958 -0.169 -0.0583
C 1.078 4.690 0.686 -0.1431
N 1.466 5.781 1.337 0.0600
C 2.732 6.169 1.167 -0.1599
C 3.626 5.528 0.329 -0.0770
H 3.857 3.844 -1.008 0.0873
H 1.495 3.077 -0.649 0.0833
H 0.046 4.388 0.825 0.0789
H 3.031 7.040 1.740 0.1010
H 4.624 5.925 0.204 0.0988
C 4.487 -0.484 1.683 -0.0816
C 5.616 -0.019 2.344 -0.0694
C 6.166 -0.833 3.326 -0.1650
N 5.728 -2.050 3.612 0.0548
C 4.656 -2.474 2.961 -0.1611
C 3.966 -1.718 2.019 -0.0838
H 4.038 0.156 0.930 0.0912
H 6.045 0.956 2.162 0.0988
H 7.043 -0.494 3.871 0.1009
H 4.344 -3.498 3.146 0.1014
H 3.103 -2.097 1.487 0.0713
```

=====

# 2
DFT (ωB97M-V/def2-TZVPD) results for a 2-piece molecular cluster, C2H11N3 overall at a distorted geometry.

Summary:
Net charge: -1
LUMO energy (spin up / spin down), eV: 4.25 / 4.17
Relative energy (zero: lowest compared OMol25 entry of this formula, charge and spin), eV: 0.000
2S+1: 2

Structure (XYZ):
```
16
Properties=species:S:1:pos:R:3:lowdin_charge:R:1
N 0.320 -3.323 0.492 -0.0207
H 0.289 -3.397 1.482 -0.0322
H 1.235 -3.652 0.202 -0.0140
H 0.288 -2.344 0.286 -0.0569
C -0.042 1.493 0.404 -0.5792
C -0.237 0.592 -0.839 -0.4522
N -0.817 -0.713 -0.356 -0.0614
N 0.955 2.514 0.083 -0.0787
H -1.103 1.892 0.680 0.0367
H 0.297 0.952 1.283 0.0647
H -0.828 1.126 -1.687 0.0554
H 0.747 0.337 -1.288 0.0860
H -1.257 -1.161 -1.145 0.0315
H -1.583 -0.507 0.278 0.0229
H 0.702 3.043 -0.748 0.0011
H 1.036 3.148 0.873 -0.0031
```

=====

# 3
DFT (ωB97M-V/def2-TZVPD) results for a single C2H5N3O2 molecule at a distorted geometry.

Summary:
LUMO energy, eV: 0.68
Relative energy (zero: lowest compared OMol25 entry of this formula, charge and spin), eV: 5.441
Structure (SMILES): C=NNC(=O)NO
2S+1: 1

Structure (XYZ):
```
12
Properties=species:S:1:pos:R:3:lowdin_charge:R:1
C -2.237 -0.065 0.071 -0.0092
N -0.971 0.286 -0.076 -0.0560
N -0.169 -0.782 -0.412 0.0040
C 1.254 -0.649 -0.136 -0.3618
O 1.837 -1.795 0.080 -0.0348
N 1.795 0.674 0.102 0.0171
O 1.164 1.924 -0.233 -0.0569
H -2.646 0.791 0.503 0.0344
H -2.687 -1.118 -0.147 0.1140
H -0.546 -1.715 -0.202 0.1360
H 2.754 0.647 -0.034 0.1016
H 0.452 1.802 0.484 0.1115
```